[1]
{"formula": "C5H35NO13", "method": "ωB97M-V/def2-TZVPD", "elements": ["N", "C", "C", "O", "C", "C", "C", "O", "H", "H", "H", "H", "H", "H", "H", "H", "H", "H", "H", "H", "H", "O", "H", "H", "O", "H", "H", "O", "H", "H", "O", "H", "H", "O", "H", "H", "O", "H", "H", "O", "H", "H", "O", "H", "H", "O", "H", "H", "O", "H", "H", "O", "H", "H"], "coordinates": [[-0.3330, -0.2937, 1.8507], [-0.4657, 0.7035, 0.7464], [-1.5012, 1.8084, 0.8700], [-0.9648, 3.0546, 1.3194], [0.9020, 1.3058, 0.2845], [1.9768, 0.4557, -0.3926], [1.7339, 0.1024, -1.8803], [2.4889, -1.0879, -2.1265], [0.5553, -0.2050, 2.3190], [-0.6765, -1.2129, 1.5918], [-0.9046, 0.0092, -0.0229], [-2.2941, 1.5520, 1.5915], [-1.7702, 2.0301, -0.1747], [-0.7681, 2.9803, 2.2633], [1.2760, 1.6103, 1.2394], [0.6438, 2.1363, -0.3499], [2.1078, -0.5507, 0.0352], [2.8783, 0.9738, -0.1405], [2.1000, 0.9311, -2.4699], [0.6320, -0.0268, -2.0237], [2.1697, -1.6740, -1.3883], [-4.8514, -1.7125, -1.5784], [-4.3485, -1.0125, -1.1474], [-4.5008, -1.7623, -2.4687], [1.9718, 3.6687, 0.5793], [2.3615, 4.2617, -0.0792], [1.0465, 3.8375, 0.3633], [-1.1636, 4.2273, -2.0325], [-1.2541, 3.2830, -2.2256], [-0.7877, 4.1384, -1.1440], [3.0539, -0.5156, 2.5465], [3.4278, 0.2983, 2.1921], [3.6741, -1.0911, 2.9931], [-3.5468, 0.3426, -2.4426], [-3.3754, 0.1357, -3.3686], [-3.9309, 1.2453, -2.4955], [-1.7171, -2.9430, 1.9556], [-2.2475, -3.3730, 2.6266], [-2.1852, -2.5175, 1.1804], [-2.1255, -2.1032, -0.4473], [-1.2124, -2.3009, -0.7541], [-2.8176, -2.6379, -0.8478], [-0.2852, -3.8726, -0.7387], [-0.2273, -3.6109, 0.1893], [-0.9730, -4.5422, -0.7822], [2.0977, -2.9019, 3.1207], [2.6449, -2.6176, 3.8619], [1.2451, -2.5376, 3.4132], [2.0204, -2.5396, 0.4827], [1.3749, -1.9952, 0.9457], [2.7370, -2.6455, 1.1138], [1.4409, 3.4410, -2.6251], [0.5898, 3.0295, -2.8171], [2.0769, 2.7210, -2.7115]], "forces_ev_per_angstrom": [[-0.258, 1.774, -0.316], [0.225, -2.986, -1.468], [0.624, 0.352, 0.504], [0.246, 0.420, 0.356], [-1.785, -1.849, 0.337], [-1.480, -0.911, 0.242], [0.390, 0.060, 1.602], [-1.230, -0.006, 0.330], [0.099, -0.578, 0.094], [0.492, 0.287, 0.613], [0.292, 1.052, -0.041], [-0.183, -0.314, -0.910], [-0.745, -0.193, 0.527], [0.018, 0.083, -0.238], [0.563, 0.894, 0.274], [0.262, 0.317, -0.053], [-0.256, 0.919, 0.442], [0.969, 0.333, -0.697], [0.081, -0.302, -0.720], [0.661, 0.000, -0.193], [0.826, 0.158, -0.996], [-0.334, -0.913, 0.597], [0.002, 0.021, -0.373], [-0.012, 0.222, 0.015], [0.339, 1.421, -0.550], [0.501, -0.134, 0.193], [-0.242, -0.377, 0.598], [0.000, -0.854, 0.429], [-0.449, 0.208, -0.343], [-0.060, 0.598, 0.063], [-0.975, 0.349, -0.196], [0.580, -0.328, 0.315], [0.571, 0.548, -0.246], [0.033, 1.566, -0.495], [0.115, -0.065, 0.033], [0.282, -0.802, 0.195], [0.656, 0.136, -0.415], [-0.473, 0.245, -0.324], [-0.029, -0.781, 0.919], [-0.080, 1.409, 0.386], [-1.168, -0.665, -0.345], [0.331, -0.117, -0.460], [0.537, -0.071, -0.281], [0.134, -0.496, 0.189], [-0.036, -0.026, 0.155], [-0.339, -0.017, 1.126], [0.169, -0.305, 0.027], [0.016, -0.240, -0.501], [-0.267, -0.364, -0.786], [0.142, 0.043, 0.303], [-0.175, 0.028, 0.177], [0.189, -0.246, -0.023], [0.224, 0.297, -0.075], [0.010, 0.201, 0.002]], "e_tot_ha": -1244.27146, "total_charge": 0, "e_above_lowest_kcal_mol": 102.7, "homo_energy_ev": -8.838, "orbital_gap_ev": 8.8, "smiles": "N[C@@H](CO)CCCO.O.O.O.O.O.O.O.O.O.O.O", "max_force_ev_per_a": 3.33}


[2]
{"formula": "C5H35NO13", "method": "ωB97M-V/def2-TZVPD", "elements": ["O", "C", "C", "C", "N", "C", "C", "O", "H", "H", "H", "H", "H", "H", "H", "H", "H", "H", "H", "H", "H", "O", "H", "H", "O", "H", "H", "O", "H", "H", "O", "H", "H", "O", "H", "H", "O", "H", "H", "O", "H", "H", "O", "H", "H", "O", "H", "H", "O", "H", "H", "O", "H", "H"], "coordinates": [[2.8229, -0.4105, -2.4263], [2.9306, 0.5527, -1.3886], [2.8791, -0.0410, 0.0103], [1.6785, -0.9679, 0.1905], [0.4313, -0.3812, -0.2936], [-0.0930, 0.6239, 0.6279], [-1.4400, 1.1550, 0.1384], [-1.9310, 2.0100, 1.1850], [2.0819, -1.0073, -2.2259], [2.1519, 1.3006, -1.5360], [3.8858, 1.0544, -1.5973], [2.8871, 0.7564, 0.7608], [3.7946, -0.6437, 0.1201], [1.6344, -1.3410, 1.2229], [1.8682, -1.8683, -0.4193], [-0.2289, -1.1429, -0.4153], [0.6344, 1.4254, 0.6583], [-0.1721, 0.2413, 1.6600], [-2.1314, 0.3133, 0.0182], [-1.3689, 1.7067, -0.7979], [-2.7547, 2.4325, 0.9182], [-2.7299, -2.1223, -1.0952], [-2.7092, -1.7115, -0.2191], [-2.4941, -1.4149, -1.7384], [-1.8338, -0.3566, -2.9528], [-2.3152, -0.2995, -3.7846], [-1.2139, 0.4257, -2.9509], [-0.3784, -3.4453, -0.8826], [-0.2022, -3.4311, 0.0874], [-1.2970, -3.1093, -1.0256], [-2.1371, -1.6296, 2.1087], [-2.8975, -2.0480, 2.5179], [-1.4166, -2.2921, 2.0175], [0.4197, 3.6137, -1.2629], [1.0168, 4.3421, -1.4587], [0.3976, 3.6035, -0.2642], [-1.5244, 0.6189, 3.5195], [-1.8542, 1.2011, 2.8010], [-1.7018, -0.2636, 3.1195], [0.8572, -2.1497, -2.9776], [0.0766, -1.6803, -3.3056], [0.4658, -2.7281, -2.2819], [-0.0627, -3.3884, 1.9232], [-0.1096, -4.3228, 2.1630], [0.7758, -3.0839, 2.2985], [0.8869, 1.9317, 3.5100], [1.5709, 1.2843, 3.3246], [0.0458, 1.4381, 3.6550], [-0.0387, 1.6274, -3.0953], [0.0250, 2.4003, -2.4839], [0.7014, 1.0371, -2.8929], [0.1852, 3.7058, 1.5172], [0.6287, 3.1936, 2.2320], [-0.6976, 3.2854, 1.4666]], "forces_ev_per_angstrom": [[0.161, 0.078, 0.575], [0.213, 0.195, -0.842], [0.380, -0.245, -0.123], [0.221, -0.397, -0.915], [-0.060, -0.172, 0.486], [0.176, -0.327, -0.496], [0.237, -0.467, 0.456], [-0.453, 0.274, -0.068], [-0.108, -0.038, -0.570], [-0.139, 0.250, 0.356], [-0.159, -0.021, 0.431], [0.080, -0.003, -0.082], [-0.237, 0.159, 0.284], [-0.107, 0.241, 0.304], [-0.148, 0.280, 0.174], [-0.061, 0.096, -0.111], [0.015, 0.315, 0.030], [-0.189, 0.085, -0.323], [0.030, 0.153, -0.097], [0.140, -0.075, 0.020], [-0.003, -0.090, -0.100], [-0.060, 0.176, 0.130], [-0.102, -0.057, -0.102], [0.005, -0.100, 0.134], [0.181, 0.214, -0.191], [0.010, 0.011, 0.041], [-0.237, -0.168, 0.026], [-0.052, -0.143, 0.695], [-0.261, 0.028, -1.077], [0.295, -0.136, 0.259], [0.201, -0.019, -0.446], [-0.001, -0.254, 0.038], [-0.506, 0.118, 0.251], [0.034, 0.168, 0.919], [-0.026, -0.011, -0.171], [0.043, -0.024, -0.584], [-0.482, -0.102, -0.337], [0.179, -0.106, 0.443], [0.199, 0.384, 0.404], [-0.622, -0.407, 0.281], [0.148, 0.082, -0.010], [0.347, 0.201, -0.265], [0.436, -0.297, 0.350], [-0.126, 0.015, -0.036], [-0.108, 0.094, -0.128], [-0.057, 0.145, 0.198], [-0.058, -0.112, 0.050], [0.333, -0.099, -0.087], [-0.206, 0.093, 0.051], [0.268, -0.527, -0.189], [0.111, 0.222, 0.068], [-0.112, -0.067, 0.019], [-0.202, 0.184, -0.273], [0.437, 0.204, 0.149]], "e_tot_ha": -1244.42295, "total_charge": 0, "e_above_lowest_kcal_mol": 7.6, "homo_energy_ev": -9.236, "orbital_gap_ev": 8.8, "smiles": "OCCCNCCO.O.O.O.O.O.O.O.O.O.O.O", "max_force_ev_per_a": 1.11}


[3]
{"formula": "C5H35NO15", "method": "ωB97M-V/def2-TZVPD", "elements": ["C", "N", "C", "O", "C", "C", "C", "O", "H", "H", "H", "H", "H", "H", "H", "H", "H", "H", "H", "O", "H", "H", "O", "H", "H", "O", "H", "H", "O", "H", "H", "O", "H", "H", "O", "H", "H", "O", "H", "H", "O", "H", "H", "O", "H", "H", "O", "H", "H", "O", "H", "H", "O", "H", "H", "O"], "coordinates": [[-2.4486, 1.0605, 2.3099], [-1.9772, 2.3572, 1.8597], [-0.8279, 2.4132, 1.0911], [-0.5824, 3.4592, 0.5067], [-1.4128, 0.2241, 3.0545], [-1.7272, -1.2428, 3.4668], [-2.4144, -1.9654, 2.3675], [-1.9125, -2.1724, 1.2809], [-3.3289, 1.1181, 2.9642], [-2.7645, 0.4940, 1.4349], [-2.3001, 3.2200, 2.2532], [-0.3163, 1.4764, 0.7982], [-1.1625, 0.7266, 3.9880], [-0.5701, 0.1079, 2.3798], [-2.0265, -1.2963, 4.5230], [-0.6889, -1.6015, 3.5747], [-3.5078, -2.0422, 2.4486], [-4.7816, 0.4035, 1.0664], [-4.6232, -0.4755, -0.0277], [-4.9373, -0.5389, 0.9038], [3.2509, -2.6981, 0.8861], [3.2246, -3.9676, 0.0270], [2.9309, -3.6143, 0.8702], [1.9242, 3.4227, 0.2104], [1.7481, 4.8342, 0.1736], [2.3922, 4.2087, 0.5354], [2.0609, -2.3290, -3.8355], [1.5468, -1.8903, -2.4598], [2.1762, -1.6575, -3.1543], [-2.7672, -0.8627, -0.3926], [-3.0561, -1.2023, -1.8074], [-3.1928, -0.4773, -1.1788], [2.6095, 0.6293, 1.5567], [2.4510, 2.1251, 1.4787], [1.9161, 1.3308, 1.6301], [-0.7652, -0.1620, -3.2341], [-1.6198, 1.0156, -2.8041], [-1.3673, 0.5014, -3.5892], [0.8704, 0.1492, 0.8923], [-0.4025, -0.7032, 0.2903], [0.3097, -0.0722, 0.1170], [2.2769, 1.8529, -3.0518], [2.6682, 0.4788, -2.5743], [3.0744, 1.3367, -2.7315], [-0.8648, -3.2361, -1.2739], [-1.8944, -3.4737, -0.3666], [-1.8467, -3.1746, -1.2903], [4.2732, -1.5324, -2.2173], [4.6203, -0.0064, -2.0622], [4.7921, -0.8945, -1.7035], [2.4227, -0.4841, 0.2787], [3.9460, -0.7067, -0.4365], [3.3429, -0.7294, 0.3642], [0.1318, 2.5791, -3.3014], [0.2903, 1.6377, -4.3927], [0.8372, 2.0467, -3.6971]], "forces_ev_per_angstrom": [[-0.613, -0.718, 0.482], [1.280, -1.278, 0.332], [-1.852, 1.107, -1.283], [0.967, 0.028, 0.326], [0.031, 0.051, -0.095], [2.074, 0.203, 0.834], [-1.170, 1.089, -0.129], [0.517, -0.168, 0.352], [0.045, 0.512, -0.319], [-0.079, 0.000, -0.060], [-0.204, 0.157, -0.007], [-0.596, 0.732, 0.706], [0.495, 0.185, -0.239], [0.299, 0.494, 0.421], [-1.161, -0.198, -0.692], [-0.322, -0.445, -0.340], [-0.076, -0.573, 0.164], [-0.458, -0.110, 0.792], [-0.322, -0.952, 0.165], [0.385, 1.020, -0.822], [-0.057, 0.101, -0.139], [0.093, 0.003, 0.016], [-0.103, -0.021, 0.057], [0.268, -0.143, 0.091], [0.283, 0.458, 0.400], [-0.675, -0.342, -0.586], [0.007, 0.068, -0.040], [0.122, 0.020, -0.005], [-0.093, -0.134, 0.204], [-0.107, 0.091, -0.168], [-0.107, 0.156, -0.124], [0.481, -0.364, 0.173], [-0.173, 0.633, 0.274], [-0.350, 0.127, 0.153], [1.258, -0.568, 0.294], [0.017, 0.063, -0.010], [-0.094, -0.355, -0.232], [-0.295, 0.035, 0.233], [-0.911, -0.148, -0.277], [0.453, -0.131, 0.544], [0.377, -0.630, -0.824], [1.285, -0.667, 0.284], [-0.057, -0.114, -0.105], [-0.417, 0.320, 0.088], [-0.612, 0.306, -0.965], [-1.163, 0.274, 0.002], [1.783, -0.534, 0.718], [0.001, 0.463, -0.151], [-0.016, -0.196, -0.366], [0.303, 0.041, -0.167], [0.074, -0.217, -1.416], [-0.876, 0.109, 0.150], [0.488, -0.418, 1.488], [0.511, 0.168, 0.391], [0.637, -0.303, 0.169], [-1.573, 0.710, -0.740]], "e_tot_ha": -1394.81392, "total_charge": 0, "e_above_lowest_kcal_mol": 93.8, "homo_energy_ev": -9.800, "orbital_gap_ev": 9.5, "max_force_ev_per_a": 2.51}


[4]
{"formula": "C5H36N2O12", "method": "ωB97M-V/def2-TZVPD", "elements": ["C", "C", "C", "O", "N", "C", "C", "N", "H", "H", "H", "H", "H", "H", "H", "H", "H", "H", "H", "H", "H", "H", "O", "H", "H", "O", "H", "H", "O", "H", "H", "O", "H", "H", "O", "H", "H", "O", "H", "H", "O", "H", "H", "O", "H", "H", "O", "H", "H", "O", "H", "H", "O", "H", "H"], "coordinates": [[1.9991, -2.3450, -1.1408], [2.3166, -1.0527, -0.3867], [1.6251, -1.0756, 0.9917], [0.2252, -1.4552, 0.8219], [1.9388, 0.0997, -1.1648], [2.1825, 1.4396, -0.6453], [1.4733, 2.4643, -1.5689], [1.0379, 2.0637, -2.8863], [2.7786, -2.4799, -1.8723], [2.0795, -3.2462, -0.5359], [1.0988, -2.3104, -1.7469], [3.3955, -1.1073, -0.2585], [1.6116, -0.1042, 1.4767], [2.0732, -1.9023, 1.5367], [-0.1049, -1.5890, -0.0755], [0.9488, 0.0605, -1.3516], [1.8850, 1.4980, 0.4046], [3.2502, 1.6808, -0.6610], [2.0300, 3.4005, -1.5932], [0.5676, 2.8639, -1.0848], [0.4045, 1.2826, -2.8952], [1.8440, 1.7755, -3.4318], [-1.0953, -0.2249, -1.7897], [-1.7363, 0.0145, -2.4846], [-1.8663, -0.3337, -1.1722], [0.8887, -3.8698, 2.5818], [0.9492, -3.3616, 3.3943], [0.8191, -3.2784, 1.8255], [-1.6020, -3.1755, 3.6353], [-1.5930, -2.3967, 3.0795], [-1.1780, -3.9464, 3.2574], [-0.1361, -1.8574, -4.0626], [-0.0717, -1.3423, -3.2450], [-0.1224, -1.1612, -4.7305], [-2.1670, 2.7486, -2.1679], [-1.9775, 2.8398, -1.2265], [-1.3474, 2.3844, -2.5233], [-3.4127, -0.9275, -0.4731], [-4.1147, -1.2261, -1.0663], [-3.0639, -1.7927, -0.1875], [-0.4867, 2.3945, 4.8631], [-0.9142, 2.0840, 4.0663], [0.3888, 2.7692, 4.7794], [-2.1510, 3.9895, 0.9938], [-2.0213, 3.0521, 1.1704], [-2.9768, 4.0490, 0.5021], [-1.7523, 0.5568, 1.9615], [-0.8960, 0.1310, 1.8653], [-2.3500, 0.0442, 1.4089], [1.5370, 3.6935, 2.4497], [1.1203, 3.2169, 1.7188], [0.9223, 4.4292, 2.5682], [-1.6066, -2.9142, -0.6933], [-1.3893, -2.7381, -1.6219], [-1.2579, -3.8121, -0.6092]], "forces_ev_per_angstrom": [[0.648, 0.094, -0.551], [-0.404, -0.141, 0.840], [-0.832, -0.920, -1.692], [0.084, 0.299, 1.089], [0.108, 0.227, -0.643], [0.604, -0.359, -0.577], [-1.429, 0.801, 1.311], [0.873, 0.314, -0.683], [0.330, 0.052, -0.485], [-0.437, 0.074, 0.312], [-0.377, -0.087, 0.324], [0.205, 0.549, 0.311], [0.432, -0.200, 0.369], [0.275, 0.479, 0.632], [0.494, 0.023, -0.051], [-0.222, -0.292, -0.092], [-0.247, 0.536, 0.040], [0.074, -0.358, 0.010], [0.510, -0.234, -0.500], [-0.041, -0.503, 0.233], [-0.007, -0.260, 0.378], [-0.166, 0.009, -0.123], [-1.740, 0.158, -0.150], [0.840, 0.205, -0.678], [0.829, -0.247, 0.654], [0.307, -0.919, -0.201], [-0.091, 0.347, -0.184], [-0.280, 0.376, 0.308], [-0.851, 0.044, 1.251], [0.373, -0.312, -0.509], [0.314, 0.418, -0.674], [-0.026, 0.420, 0.149], [-0.022, -0.166, 0.035], [0.019, -0.262, -0.198], [-0.013, -0.273, 0.092], [-0.005, 0.135, -0.020], [0.082, 0.302, -0.112], [-0.210, -0.586, 0.107], [-0.134, 0.491, -0.009], [0.263, 0.210, 0.062], [-0.654, -0.092, 1.355], [0.606, 0.175, -0.500], [0.020, -0.137, -0.952], [0.188, -0.054, -0.264], [-0.139, -0.217, 0.230], [-0.034, 0.031, 0.101], [-0.079, 0.471, 0.116], [0.140, -0.337, -0.209], [-0.100, -0.019, -0.060], [-0.431, 0.005, -0.243], [0.211, -0.045, 0.094], [0.143, 0.053, 0.151], [0.434, -0.650, -0.697], [-0.265, 0.370, 0.005], [-0.167, 0.002, 0.497]], "e_tot_ha": -1224.44738, "total_charge": 0, "e_above_lowest_kcal_mol": 61.1, "homo_energy_ev": -9.229, "orbital_gap_ev": 8.9, "smiles": "C[C@H](CO)NCCN.O.O.O.O.O.O.O.O.O.O.O", "max_force_ev_per_a": 2.10}